Here is a molecular structure, C35H46FLuNO4 at a distorted geometry from OMol25. Energies are from ωB97M-V/def2-TZVPD.

```
! wB97M-V def2-TZVPD RIJCOSX def2/J DEFGRID3
* xyz 1 1
Lu 1.64 -0.60 -1.39
F 6.99 0.71 -2.91
O -0.18 -0.11 -1.90
O 1.65 -2.35 -0.11
O 2.48 0.81 -2.69
O 2.99 0.72 -1.36
N 0.82 0.13 0.53
C -1.20 3.31 -1.12
C 1.36 -4.43 2.09
C 4.75 0.82 -3.49
C 3.40 0.18 -3.60
C 2.23 -2.01 -3.55
C 1.08 -5.45 0.97
C 2.83 -4.01 2.06
C -2.42 -1.60 4.62
C 4.59 -1.96 -2.82
C -1.76 5.76 0.32
C -1.77 2.11 -3.25
C -3.71 -0.60 2.74
C 0.84 -2.22 0.87
C 5.74 -1.27 -2.70
C -1.08 2.15 -1.88
C 3.38 -1.33 -3.33
C -1.41 0.89 -4.10
C 5.80 0.13 -3.04
C -0.43 1.03 -1.30
C -3.29 2.12 -3.03
C 0.06 2.42 0.69
C -1.57 -1.88 2.32
C 0.12 1.22 0.03
C -0.66 3.48 0.15
C -2.83 -1.78 3.15
C 0.50 5.36 1.28
C 0.13 -0.93 0.92
C -1.53 4.32 2.32
C -3.66 -3.07 3.00
C -1.16 -0.87 1.49
C -0.87 4.72 0.99
C 0.48 -3.21 1.85
C 1.08 -5.07 3.45
C -1.35 3.35 -4.05
C -0.70 -3.00 2.52
H -1.01 -3.74 3.24
H -1.71 4.27 -3.60
H -3.91 -3.24 1.96
H -1.85 -2.45 4.99
H 2.96 0.40 -4.58
H -1.82 -0.71 4.74
H -3.22 0.35 2.95
H 1.40 -1.56 -4.11
H -0.33 0.83 -4.25
H -1.32 6.12 -0.61
H -4.59 -2.95 3.56
H 2.20 -3.09 -3.43
H 1.14 -4.33 4.24
H -0.90 3.65 2.90
H 4.82 1.88 -3.70
H -3.31 -1.49 5.24
H 0.38 6.24 1.91
H -2.48 3.83 2.14
H 1.73 -6.31 1.09
H -1.75 -0.04 -3.64
H -1.89 0.99 -5.06
H -3.60 1.23 -2.50
H 1.16 4.66 1.79
H -3.15 -3.94 3.39
H -1.88 6.62 0.98
H 0.10 -5.54 3.48
H 3.11 -3.61 1.09
H 6.65 -1.73 -2.35
H -1.71 5.21 2.92
H -1.72 0.05 1.37
H 1.82 -5.84 3.64
H 4.55 -3.01 -2.58
H -1.75 4.13 -1.55
H 1.26 -5.01 -0.01
H 3.03 -3.25 2.81
H 0.98 5.66 0.35
H -1.76 3.29 -5.05
H -2.75 5.36 0.11
H 0.04 -5.79 1.02
H -4.63 -0.63 3.32
H -3.60 2.99 -2.46
H -3.97 -0.65 1.69
H -0.26 3.40 -4.12
H 3.47 -4.87 2.26
H -3.79 2.15 -3.99
H 0.52 2.47 1.66
*
```

As for the molar mass: 738.7 g/mol. The calculation puts the HOMO-LUMO gap (spin up / spin down) at 0.1793 / 0.1793 Eh. Its HOMO energy (spin up / spin down) is -10.3359 / -10.3365 eV.

Here are the Löwdin charges for atoms 1 to 8, given in e: 1.600 0.096 -0.235 -0.060 -0.247 -0.268 0.069 0.040